[1]
Below is 2 unconnected molecules or ions with the total composition C2H11N2 at a distorted geometry, with properties calculated with ωB97M-V/def2-TZVPD.

XYZ file:
```
15
Properties=species:S:1:pos:R:3
N -2.234 0.556 -0.284
H -2.704 0.255 -1.252
H -0.608 -0.107 0.161
H -2.426 -0.356 0.394
H -2.809 1.105 0.389
C 1.252 0.928 0.758
N 0.423 -0.322 0.398
C 1.067 -0.963 -0.795
H 2.193 0.490 1.207
H 0.613 1.609 1.345
H 1.336 1.498 -0.178
H 0.359 -1.064 1.084
H 2.093 -1.475 -0.650
H 0.440 -1.919 -0.970
H 1.004 -0.235 -1.608
```

## Properties
energy: -5225.0204 eV
orbital gap: 12.1 eV
total charge: +1
E_HOMO: -15.5 eV


[2]
Below is 2 unconnected molecules or ions with the total composition C2H11N2O at a distorted geometry, with properties calculated with ωB97M-V/def2-TZVPD.

XYZ file:
```
16
Properties=species:S:1:pos:R:3
C -2.700 0.365 0.419
N -1.303 -0.176 0.175
H -3.263 -0.364 0.987
H -2.805 1.292 0.971
H -3.191 0.483 -0.578
H -1.377 -1.083 -0.332
H -0.843 -0.360 1.080
H -0.740 0.420 -0.495
N 1.016 0.773 -1.027
C 1.799 0.092 -0.011
O 1.380 -1.143 0.395
H 1.308 1.769 -0.975
H 1.387 0.481 -1.942
H 2.826 0.163 -0.356
H 1.793 0.650 0.930
H 1.959 -1.486 1.103
```

## Properties
energy: -7258.9410 eV
multiplicity: 2
orbital gap (spin up / spin down): 14.1 / 6.8 eV
total charge: +2
E_HOMO (spin up / spin down): -21.8 / -21.3 eV


[3]
Below is 3 unconnected molecules or ions with the total composition C2H11N2O2 at a distorted geometry, with properties calculated with ωB97M-V/def2-TZVPD.

XYZ file:
```
17
Properties=species:S:1:pos:R:3
C -0.094 -0.797 1.611
C -1.444 -1.060 1.511
N -2.383 -1.016 2.512
N 0.814 -1.663 0.605
H 0.689 -0.185 2.060
H -1.927 -0.794 0.615
H -3.138 -1.707 2.285
H -2.683 -0.078 2.656
H 0.390 -2.617 0.479
H 1.004 -1.010 -0.164
H 1.667 -2.151 0.939
H 2.688 0.389 -2.154
H 2.148 0.747 -0.657
O 2.038 0.148 -1.354
H 0.347 4.030 -2.928
H -0.158 4.257 -4.318
O 0.043 3.508 -3.701
```

## Properties
energy: -9317.1990 eV
orbital gap: 9.0 eV
total charge: +1
E_HOMO: -13.6 eV


[4]
Below is a gas-phase ion, C2H11N2OSi (charge +1) at a distorted geometry, with properties calculated with ωB97M-V/def2-TZVPD.

XYZ file:
```
17
Properties=species:S:1:pos:R:3
C 0.008 -1.232 -2.469
C 0.420 0.725 1.047
N -0.018 0.565 2.450
N -0.475 1.711 0.305
O 0.015 -0.421 -1.282
Si 0.098 -0.976 0.221
H 0.804 -1.883 -2.401
H 0.284 -0.403 -3.332
H -0.924 -1.685 -2.578
H 1.360 1.156 0.746
H 0.526 1.057 3.166
H -0.199 -0.387 2.610
H -1.394 1.271 0.389
H -0.144 1.509 -0.654
H -0.421 2.641 0.797
H 1.271 -1.997 0.447
H -1.209 -1.653 0.538
```

## Properties
energy: -15150.6041 eV
orbital gap: 11.4 eV
total charge: +1
SMILES string: CO[SiH2][C@H](N)[NH3+]
E_HOMO: -14.7 eV


[5]
Below is 2 unconnected molecules or ions with the total composition C2H11N3 at a distorted geometry, with properties calculated with ωB97M-V/def2-TZVPD.

XYZ file:
```
16
Properties=species:S:1:pos:R:3
C -1.561 0.312 -0.987
N -2.333 0.223 0.235
H -1.295 -0.627 -1.539
H -2.181 0.843 -1.726
H -0.830 0.939 -0.557
H -3.286 0.735 0.145
H -2.463 -0.657 0.712
N 1.581 1.038 0.240
C 1.347 -0.228 0.912
N 1.484 -1.509 0.100
H 1.843 1.930 0.612
H 2.021 1.087 -0.684
H 0.320 -0.224 1.316
H 2.043 -0.163 1.749
H 2.513 -1.700 -0.015
H 0.797 -1.999 -0.513
```

## Properties
energy: -6720.5255 eV
orbital gap: 9.5 eV
total charge: 0
SMILES string: NCN.CN
E_HOMO: -8.3 eV


[6]
Below is 2 unconnected molecules or ions with the total composition C2H11N3O at a distorted geometry, with properties calculated with ωB97M-V/def2-TZVPD.

XYZ file:
```
17
Properties=species:S:1:pos:R:3
N 1.921 -0.038 -0.352
C 2.153 -1.276 0.420
N 0.917 -1.973 0.626
H 1.748 -0.276 -1.334
H 1.103 0.512 -0.027
H 2.771 -1.900 -0.223
H 2.674 -1.131 1.359
H 0.400 -2.236 -0.201
H 0.249 -1.430 1.158
N -0.842 0.940 -0.727
C -1.700 1.291 0.428
O -3.069 1.229 0.175
H -1.244 0.086 -1.120
H -1.008 1.525 -1.539
H -1.426 0.583 1.204
H -1.407 2.301 0.716
H -3.240 1.792 -0.563
```

## Properties
energy: -8761.1504 eV
multiplicity: 2
orbital gap (spin up / spin down): 10.8 / 5.8 eV
total charge: +1
E_HOMO (spin up / spin down): -14.2 / -14.1 eV


[7]
Below is 3 unconnected molecules or ions with the total composition C2H11N3O2 at a distorted geometry, with properties calculated with ωB97M-V/def2-TZVPD.

XYZ file:
```
18
Properties=species:S:1:pos:R:3
C 0.388 -0.134 -1.784
N -0.452 0.740 -0.972
C -0.492 0.425 0.406
N -0.867 1.473 1.208
N -0.224 -0.875 0.778
H 0.210 0.066 -2.825
H 1.430 -0.042 -1.484
H -0.003 -1.192 -1.636
H -0.321 1.725 -1.134
H -1.633 1.140 1.829
H -0.420 2.338 1.178
H 0.296 -1.007 1.622
H 4.739 -1.263 0.689
H 3.276 -1.242 1.152
O 4.057 -0.667 1.063
H -3.239 -0.952 -0.649
H -3.156 0.171 0.330
O -3.588 -0.706 0.230
```

## Properties
energy: -10816.4945 eV
orbital gap: 9.3 eV
total charge: 0
SMILES string: [H]/N=C(\N)NC.O.O
E_HOMO: -8.6 eV


[8]
Below is 3 unconnected molecules or ions with the total composition C2H11N4 at a distorted geometry, with properties calculated with ωB97M-V/def2-TZVPD.

XYZ file:
```
17
Properties=species:S:1:pos:R:3
C -0.525 -0.693 -1.193
C 4.071 -0.105 -0.194
N -3.036 0.992 0.831
N -0.577 -0.266 0.189
N 2.924 -0.123 0.273
N 1.920 -0.007 0.834
H -1.453 -1.286 -1.422
H -0.649 0.183 -1.819
H 0.434 -1.050 -1.376
H 4.077 -0.568 -1.212
H 4.888 0.505 0.202
H -3.058 0.634 1.767
H -3.770 0.518 0.288
H -1.426 0.383 0.325
H -0.947 -1.058 0.898
H -3.180 2.016 0.855
H 0.307 -0.075 0.754
```

## Properties
energy: -8204.0152 eV
orbital gap: 9.4 eV
total charge: +1
E_HOMO: -12.7 eV


These records have ΔE to the lowest compared entry with this formula, charge and spin values of 185.7; 195.5; 492.8; 3.0; 198.3; 0.0; 181.4; 366.6 kJ/mol, in the order they appear.